Entry from OMol25: a molecular structure, C55H80Cl3N8NaO4S2SbSi (ωB97M-V with the def2-TZVPD basis set).

Summary:
Lowest unoccupied orbital energy (eV): 1.77
Total charge: -1

Last column: Mulliken charge in e.
Positions of all 155 atoms, in Å:
Na  0.37388  0.38235  0.16736  0.530
C  -1.54175  4.06268  0.84278  -0.315
C  -2.24510  3.23206  1.87777  -0.469
C  -3.58207  3.44183  2.20792  -0.212
C  -4.18101  2.61388  3.14180  -0.809
C  -3.42916  1.61349  3.73684  -0.784
C  -2.08888  1.49185  3.38085  0.178
N  -1.52240  2.28115  2.47236  0.145
Sb  -0.83804  0.05471  4.40272  0.803
C  1.11400  0.81189  3.84235  -0.049
C  2.04934  0.72404  4.86696  -0.736
C  3.24420  1.41583  4.73845  -0.838
C  3.43348  2.19516  3.61559  -0.653
C  2.44472  2.23739  2.62980  0.511
C  2.60704  3.12640  1.43671  -1.119
N  1.31565  1.53354  2.73979  0.634
C  -1.46112  -1.65970  3.22125  0.165
C  -2.74735  -2.11329  3.49879  -0.745
C  -3.15478  -3.32260  2.96259  -1.196
C  -2.27292  -4.03665  2.17663  0.006
C  -1.01203  -3.51206  1.90736  -0.313
C  -0.02530  -4.26710  1.06686  1.056
N  -0.62070  -2.33997  2.44007  0.738
H  -0.98770  4.87141  1.32574  0.618
H  -0.83125  3.44809  0.28955  -0.046
H  -2.25187  4.50266  0.14228  0.126
H  -4.14443  4.22692  1.71873  0.378
H  -5.22380  2.74763  3.40383  0.404
H  -3.87001  0.94287  4.46470  0.402
H  1.84123  0.13123  5.74952  0.502
H  3.99857  1.37290  5.51482  0.368
H  4.33363  2.78490  3.49706  0.511
H  2.19416  2.67923  0.53373  -0.259
H  3.65671  3.36476  1.26262  0.518
H  2.06975  4.06450  1.60307  0.400
H  -3.40504  -1.53922  4.14087  0.263
H  -4.14461  -3.71158  3.17198  0.382
H  -2.54752  -5.00517  1.77786  0.490
H  -0.52580  -4.97727  0.40796  -1.080
H  0.57468  -3.59735  0.44547  -0.902
H  0.65334  -4.83340  1.71231  0.771
C  -3.51511  3.69689  -2.37330  -1.839
C  -3.02320  2.36916  -1.79569  2.032
C  -3.58432  2.18566  -0.38806  -0.444
C  -3.48314  1.21386  -2.68497  -1.871
O  -1.61028  2.38606  -1.63453  0.950
Si  -0.38531  2.73009  -2.70553  -0.921
S  1.38846  2.22073  -1.83097  -0.740
O  -0.83134  1.93531  -4.08000  0.336
C  -0.28199  1.75588  -5.37105  1.892
C  -0.87665  0.45468  -5.90646  -1.883
C  1.23931  1.63544  -5.32497  -1.253
C  -0.70748  2.92820  -6.25376  -1.554
O  -0.55569  4.34115  -3.09026  0.089
C  0.28271  5.47760  -2.99327  1.870
C  -0.49925  6.62143  -3.63663  -1.848
C  1.59584  5.26849  -3.74721  -1.448
C  0.57007  5.80850  -1.52935  -1.266
H  -4.60729  3.72933  -2.36473  0.435
H  -3.15956  3.82037  -3.39760  0.298
H  -3.12718  4.52852  -1.78122  0.163
H  -4.67204  2.08813  -0.41672  0.652
H  -3.32188  3.04294  0.23628  -0.789
H  -3.15704  1.28818  0.05775  -0.190
H  -4.57463  1.20410  -2.73613  0.493
H  -3.07375  1.31950  -3.68724  0.111
H  -3.13770  0.26579  -2.27153  0.348
H  -0.60802  -0.36718  -5.24082  0.316
H  -0.50146  0.24209  -6.90984  0.452
H  -1.96576  0.52838  -5.94577  0.355
H  1.52739  0.89318  -4.58020  0.081
H  1.69664  2.58290  -5.03460  0.164
H  1.62646  1.33914  -6.30252  0.536
H  -1.79661  2.96101  -6.33014  0.305
H  -0.28673  2.82755  -7.25721  0.432
H  -0.36758  3.86679  -5.81495  0.076
H  -0.74811  6.36564  -4.66828  0.358
H  0.09092  7.54077  -3.63125  0.379
H  -1.42908  6.79223  -3.09054  0.335
H  1.39484  5.05604  -4.79949  0.285
H  2.14261  4.43211  -3.30980  0.162
H  2.21215  6.16882  -3.68797  0.548
H  1.19714  6.70110  -1.46149  0.554
H  -0.36639  5.99431  -0.99780  0.221
H  1.08605  4.96895  -1.06046  0.105
C  2.34396  -4.34134  -3.25560  -1.467
C  2.64557  -3.53171  -1.99270  2.099
C  4.15653  -3.20246  -1.97047  -1.623
C  1.71743  -2.34495  -1.89647  -0.960
H  3.01332  -5.20519  -3.36926  0.399
H  2.46268  -3.70280  -4.13665  0.362
H  1.31128  -4.69798  -3.23011  -0.134
H  2.46757  -4.18992  -1.12694  -0.543
H  4.40512  -2.56464  -2.82432  0.306
H  4.78796  -4.10704  -2.00909  0.408
H  4.40203  -2.65251  -1.06084  0.152
H  1.82945  -1.77247  -0.97094  -0.285
H  1.73106  -1.69801  -2.78185  0.240
C  5.75055  -0.54500  1.78836  -1.246
N  4.53718  -0.87362  1.06691  0.768
C  4.23380  0.05697  -0.00797  -0.561
C  3.46042  -1.40934  1.75506  -0.362
N  2.27596  -1.00713  1.51487  1.603
N  3.83208  -2.40040  2.68243  0.195
C  4.55478  -3.54739  2.15165  -1.044
C  2.86049  -2.75515  3.69190  -0.501
H  5.74618  0.50969  2.09838  0.244
H  6.62014  -0.70675  1.14655  0.298
H  5.84526  -1.16329  2.67691  0.399
H  5.11361  0.14274  -0.64754  0.421
H  3.97286  1.05127  0.37722  -0.095
H  3.40247  -0.31417  -0.60375  -0.026
H  1.54693  -1.57457  1.94034  -0.944
H  5.17085  -3.24305  1.30981  0.403
H  3.86406  -4.32878  1.80584  0.139
H  5.19526  -3.97591  2.92779  0.342
H  2.07337  -3.42136  3.32251  -0.036
H  2.39280  -1.85417  4.08709  0.029
H  3.37821  -3.26384  4.50898  0.379
Cl  -7.23494  -6.82212  0.51987  -0.242
C  -5.83485  -6.47036  -0.45228  0.018
C  -4.71282  -5.91478  0.13767  -0.965
C  -3.60920  -5.65215  -0.65258  1.309
C  -3.60420  -5.92029  -2.01749  0.197
C  -2.37556  -5.56867  -2.82482  -0.809
C  -2.39198  -4.10236  -3.27669  -1.854
N  -2.52875  -3.16372  -2.19200  0.502
C  -3.70526  -2.78334  -1.57466  -0.957
C  -3.33225  -1.93970  -0.57458  -1.001
N  -1.96422  -1.77472  -0.58220  0.926
C  -1.50953  -2.52477  -1.56067  0.184
O  -1.19895  -5.79483  -2.08617  -0.016
C  -0.82055  -7.16408  -1.97992  -1.528
C  -1.04040  -7.72227  -0.60308  0.055
C  -0.11288  -7.66824  0.39559  0.764
Cl  1.48686  -7.08135  0.27906  -0.138
S  -0.69273  -8.31218  1.87976  -0.221
C  -2.20624  -8.69415  1.16427  -0.568
C  -2.24700  -8.33238  -0.14186  -0.488
C  -4.75420  -6.46599  -2.57315  0.970
Cl  -4.85069  -6.79992  -4.28058  -0.228
C  -5.87403  -6.75281  -1.80512  -0.886
H  -4.70429  -5.68717  1.19461  0.398
H  -2.71931  -5.21771  -0.21451  -0.692
H  -2.35431  -6.17066  -3.73997  1.014
H  -3.21724  -3.96397  -3.97795  0.493
H  -1.45111  -3.90161  -3.78870  0.533
H  -4.66788  -3.13904  -1.90281  0.633
H  -3.96370  -1.43973  0.14183  0.379
H  -0.43026  -2.62473  -1.81693  -0.310
H  0.23990  -7.21092  -2.23330  0.649
H  -1.37446  -7.76268  -2.71083  0.423
H  -2.97636  -9.16116  1.75651  0.454
H  -3.10944  -8.49739  -0.77402  0.521
H  -6.75613  -7.17965  -2.25942  0.464


Entry from OMol25: 6 unconnected molecules or ions with the total composition C55H80ClF5O13S5 (ωB97M-V with the def2-TZVPD basis set).

Summary:
SMILES: C#CCc1cc(CCCCCCCCCC)c(Cl)c2c1C(=O)c1cc(CCCC(F)(F)C(F)(F)F)c(O)c(CCC)c1C2=O.O=S1(=O)CCCC1.O=S1(=O)CCCC1.O=S1(=O)CCCC1.O=S1(=O)CCCC1.O=S1(=O)CCCC1
Lowest unoccupied orbital energy (eV): -0.70

Last column: Mulliken charge in e.
Positions of all 159 atoms, in Å:
C  3.33154  -2.24099  0.77264  0.172
C  3.68976  -1.72847  1.82034  -0.719
C  3.89242  -0.86811  3.09881  -0.968
C  3.84796  0.68586  2.84046  0.599
C  5.04227  1.55379  3.09544  -0.845
C  4.99825  3.04861  2.84307  0.302
C  6.36843  3.81732  3.11790  -0.853
C  7.47190  3.09071  2.18063  -0.622
C  8.37987  4.11066  1.36509  -0.798
C  8.39506  3.83106  -0.21782  -0.418
C  7.37766  4.85147  -0.88624  -0.210
C  7.32346  4.81047  -2.48239  -0.772
C  8.01578  3.54910  -3.14949  -0.182
C  7.63896  3.59442  -4.71634  -0.726
C  8.66033  2.80478  -5.63857  -0.490
C  9.13134  1.39933  -5.06690  -0.971
C  3.75226  3.72938  2.37153  0.092
Cl  3.70200  5.51908  2.08462  -0.262
C  2.54128  2.86428  2.10927  0.681
C  2.62118  1.37061  2.32778  1.011
C  1.30161  0.56408  1.97217  -0.325
O  0.87578  -0.36184  2.63895  -0.532
C  0.56012  1.08929  0.67133  -0.019
C  -0.02226  0.18245  -0.36337  -0.993
C  -0.66320  0.80916  -1.58242  0.439
C  -1.27368  -0.04849  -2.76837  -0.631
C  -2.30878  -1.15311  -2.29521  -0.256
C  -2.88072  -1.85593  -3.62636  -1.040
C  -1.92268  -2.97007  -4.20161  0.924
F  -0.83529  -2.46353  -4.91019  -0.260
F  -2.69427  -3.71113  -5.13826  -0.328
C  -1.47449  -4.05389  -3.09477  0.463
F  -1.36164  -5.27343  -3.77933  -0.289
F  -0.21476  -3.76859  -2.58284  -0.165
F  -2.42991  -4.24653  -2.11823  -0.206
C  -0.76483  2.31135  -1.75389  -0.129
O  -1.37713  2.91875  -2.87103  -0.568
C  -0.18191  3.22929  -0.71751  0.656
C  -0.22777  4.80964  -0.83065  -0.873
C  -1.60487  5.42882  -0.29435  -0.327
C  -2.60185  5.68835  -1.53257  -0.972
C  0.47275  2.58897  0.45826  0.211
C  1.16284  3.46243  1.58947  -0.505
O  0.68026  4.47934  2.05598  -0.556
H  3.15965  -2.66865  -0.24179  0.597
H  4.85771  -1.14862  3.63196  0.437
H  3.07036  -1.09258  3.85609  0.326
H  5.99668  1.05910  3.45137  0.189
H  6.63738  3.79399  4.21002  0.293
H  6.26693  4.86164  2.69087  0.363
H  8.06749  2.34019  2.79080  0.345
H  6.91011  2.47006  1.40826  0.341
H  9.46687  4.00236  1.69769  0.351
H  8.08475  5.18051  1.57647  0.460
H  9.45322  3.94382  -0.62789  0.316
H  8.06650  2.78393  -0.48360  0.227
H  6.33663  4.65377  -0.47928  -0.088
H  7.70420  5.90221  -0.58400  0.266
H  7.83634  5.73541  -2.90886  0.303
H  6.22331  4.79212  -2.78410  0.221
H  9.14238  3.56933  -3.10906  0.232
H  7.60244  2.57230  -2.76291  0.258
H  6.54951  3.31663  -4.90161  0.331
H  7.71355  4.69549  -5.01764  0.288
H  9.55269  3.45133  -5.93004  0.259
H  8.12692  2.58673  -6.62435  0.350
H  9.48246  0.78324  -5.95950  0.337
H  8.31610  0.80506  -4.55620  0.251
H  10.04964  1.52962  -4.40748  0.250
H  0.05615  -0.94102  -0.24375  0.349
H  -0.38247  -0.58537  -3.24261  0.233
H  -1.67794  0.62074  -3.59436  0.419
H  -3.18018  -0.63672  -1.77677  0.330
H  -1.88406  -1.88678  -1.55381  0.232
H  -2.97288  -1.05617  -4.43172  0.476
H  -3.91810  -2.25364  -3.40046  0.273
H  -0.71734  3.01757  -3.59054  0.309
H  0.60185  5.30696  -0.23624  0.312
H  -0.01805  5.08825  -1.91551  0.543
H  -1.41126  6.38997  0.28029  0.355
H  -2.14679  4.73967  0.42514  0.220
H  -3.12317  6.68726  -1.45744  0.291
H  -1.99190  5.69306  -2.48169  0.302
H  -3.34547  4.83712  -1.53869  0.174
O  2.67951  1.80330  5.68478  -0.616
S  2.19792  3.11802  6.03608  1.348
O  3.01472  4.29947  5.89508  -0.736
C  0.63986  3.39046  5.20913  0.071
C  -0.40141  2.84279  6.17749  -0.768
C  0.02948  3.32160  7.56666  -0.628
C  1.53120  3.05539  7.69823  -0.805
H  0.63818  2.88501  4.24564  -0.358
H  0.52033  4.46637  5.06954  0.431
H  -1.40501  3.18774  5.92330  0.407
H  -0.40179  1.74882  6.14773  0.301
H  -0.16377  4.39468  7.65785  0.287
H  -0.52995  2.82003  8.35853  0.358
H  2.02187  3.80994  8.31229  0.347
H  1.72744  2.06183  8.10291  0.347
O  -5.57709  6.59781  -0.79987  -0.648
S  -5.18294  7.14446  0.47513  1.219
O  -4.01408  7.97719  0.62784  -0.670
C  -6.58814  7.98346  1.18939  -0.829
C  -7.31560  6.89877  1.97450  -0.566
C  -6.22312  6.10165  2.69264  -0.749
C  -5.11933  5.81259  1.67166  -0.508
H  -7.19638  8.42524  0.40139  0.400
H  -6.20882  8.76250  1.85336  0.345
H  -8.03346  7.32579  2.67661  0.354
H  -7.86130  6.24287  1.28952  0.286
H  -5.81733  6.69920  3.51443  0.307
H  -6.61369  5.17735  3.12210  0.343
H  -4.13437  5.79327  2.13762  0.322
H  -5.29876  4.87569  1.14288  0.365
O  -7.71480  -6.14791  0.82170  -0.542
S  -7.68963  -5.20597  -0.27242  1.042
O  -8.56967  -4.06469  -0.32272  -0.698
C  -6.00822  -4.65105  -0.50328  -0.687
C  -5.40722  -5.66174  -1.47251  0.014
C  -6.47940  -5.90393  -2.53853  -0.645
C  -7.81031  -6.11499  -1.81156  -0.672
H  -5.49350  -4.61658  0.45603  0.451
H  -6.04457  -3.65411  -0.94666  0.304
H  -4.47883  -5.29450  -1.90874  -0.240
H  -5.18843  -6.59787  -0.94969  0.324
H  -6.55031  -5.02713  -3.18925  0.267
H  -6.23541  -6.76042  -3.16936  0.381
H  -8.65076  -5.73342  -2.39039  0.378
H  -7.97215  -7.16626  -1.57041  0.347
O  3.73783  -3.96228  -6.18843  -0.683
S  3.60181  -4.60674  -4.90509  1.198
O  4.27490  -4.11915  -3.72485  -0.664
C  1.86290  -4.79013  -4.54445  -0.465
C  1.48954  -6.13229  -5.16240  -0.541
C  2.63568  -7.08505  -4.81085  -0.708
C  3.94783  -6.35318  -5.10409  -0.687
H  1.30613  -3.95363  -4.96454  0.286
H  1.74878  -4.81110  -3.46018  0.213
H  0.53253  -6.49411  -4.78567  0.268
H  1.41047  -6.03495  -6.24946  0.341
H  2.58503  -7.33833  -3.74760  0.306
H  2.57175  -8.01851  -5.37290  0.354
H  4.73617  -6.64578  -4.41126  0.371
H  4.27637  -6.51666  -6.13102  0.358
O  -6.88185  -10.05191  5.82244  -0.650
S  -7.53284  -10.52456  4.62464  1.147
O  -7.96749  -11.89285  4.47559  -0.668
C  -8.90199  -9.43874  4.25731  -0.730
C  -8.29286  -8.34284  3.39055  -0.566
C  -7.36320  -9.05878  2.40857  -0.326
C  -6.53268  -10.06416  3.21141  -0.673
H  -9.33641  -9.06342  5.18281  0.406
H  -9.64326  -10.01456  3.70002  0.363
H  -9.06145  -7.76695  2.87363  0.306
H  -7.71345  -7.65295  4.01124  0.312
H  -7.96171  -9.58908  1.66144  0.275
H  -6.72229  -8.35560  1.87496  0.088
H  -6.30252  -10.95466  2.62720  0.348
H  -5.61080  -9.61521  3.58282  0.384


One value per record, in order, for HOMO: -1.8; -8.8 eV.
One value per record, in order, for DFT total energy: -156518.81681; -165226.75584 eV.